(1)
Here is a 2-piece molecular cluster, C25H52N3O overall from OMol25. Energies are from the ωB97M-V functional and the def2-TZVPD basis.

Values from the calculation:
* molar mass: 410.7 g/mol
* calculated total energy: -1222.9978 Ha
* charge: +1
* multiplicity: 1

Cartesian coordinates (Å):
C: -0.4123 0.2857 5.4841
C: -1.3532 -0.8088 4.9382
C: -1.2588 -0.9253 3.4113
C: 0.1013 -1.5010 2.9421
C: -0.0162 -2.8336 2.1706
C: -0.0346 -2.6935 0.6344
C: -1.4180 -2.6564 -0.0303
C: -2.2154 -1.3590 0.1178
C: -1.4261 -0.0826 -0.2096
C: -1.1733 0.0349 -1.7087
C: -0.6211 1.3808 -2.1794
N: 0.8420 1.5001 -1.8338
C: 1.6425 1.6988 -3.1076
C: 3.0183 2.2864 -2.8412
C: 3.9399 1.2961 -2.1173
C: 5.3161 1.8381 -1.6954
C: 6.0490 2.5223 -2.8431
C: 5.2749 2.7065 -0.4189
N: 2.8957 3.6115 -2.1930
C: 1.6074 3.8122 -1.5029
C: 1.2358 2.5310 -0.7926
C: 0.2426 2.6995 0.3788
O: 0.3032 3.9900 0.9214
C: 1.3010 4.1332 1.9356
H: 0.5625 -0.1444 5.7047
H: -0.8349 0.7400 6.3747
H: -0.2576 1.0384 4.7106
H: -2.3880 -0.5914 5.1970
H: -1.0706 -1.7847 5.3357
H: -1.4726 0.0397 2.9430
H: -2.0502 -1.6009 3.0785
H: 0.6199 -0.8018 2.2854
H: 0.6939 -1.6817 3.8377
H: 0.8641 -3.4330 2.4107
H: -0.8819 -3.4155 2.4881
H: 0.6003 -1.8542 0.3351
H: 0.4576 -3.5858 0.2399
H: -1.2874 -2.9016 -1.0834
H: -1.9991 -3.4765 0.3877
H: -3.0285 -1.4064 -0.6149
H: -2.7009 -1.2703 1.0868
H: -2.0244 0.7612 0.1418
H: -0.4853 -0.0874 0.3451
H: -2.0939 -0.1624 -2.2585
H: -0.4748 -0.7540 -2.0109
H: -0.7336 1.4059 -3.2614
H: -1.1875 2.2180 -1.7847
H: 1.1300 0.5872 -1.4860
H: 1.6924 0.7292 -3.6014
H: 1.0941 2.3729 -3.7622
H: 3.4571 2.4536 -3.8250
H: 4.1301 0.4925 -2.8384
H: 3.4610 0.8153 -1.2589
H: 5.8986 0.9469 -1.4478
H: 5.4479 3.2812 -3.3446
H: 6.9563 3.0103 -2.4899
H: 6.3563 1.8020 -3.6044
H: 6.0776 2.4416 0.2653
H: 5.3321 3.7612 -0.6784
H: 4.3222 2.5674 0.0948
H: 2.9411 4.3099 -2.9244
H: 0.8063 4.1331 -2.1827
H: 1.7300 4.6153 -0.7848
H: 2.1717 2.1638 -0.3719
H: 0.5042 1.9740 1.1580
H: -0.7937 2.5110 0.1200
H: 0.9396 3.6850 2.8628
H: 1.4548 5.1967 2.0925
H: 2.2361 3.6607 1.6289
C: -6.1585 -4.4409 0.5576
C: -6.5916 -4.5992 -0.8954
C: -5.6753 -5.5359 -1.6922
C: -4.3015 -5.0326 -1.7247
N: -3.2239 -4.6435 -1.7337
H: -5.1659 -3.9922 0.6300
H: -6.8517 -3.7947 1.0953
H: -6.1334 -5.4051 1.0680
H: -6.6155 -3.6205 -1.3784
H: -7.6063 -4.9972 -0.9325
H: -6.0263 -5.6358 -2.7194
H: -5.6634 -6.5312 -1.2456

Results of the Mulliken charge analysis, in e, for atoms 1 through 5: number 1, C, carries -0.871; number 2, C, carries -0.971; number 3, C, carries -0.313; number 4, C, carries -0.396; number 5, C, carries -0.846

=====

(2)
Here is a 5-piece molecular cluster, C25H54FN3O16PS5 overall in a non-equilibrium geometry from OMol25. Energies are from the ωB97M-V functional and the def2-TZVPD basis.

Values from the calculation:
* molar mass: 863.0 g/mol
* calculated total energy: -4784.8751 Ha
* charge: +1
* multiplicity: 1

Cartesian coordinates (Å):
C: 2.9995 -6.3625 1.3289
C: 2.7209 -6.0106 -0.1807
C: 1.2251 -6.1897 -0.6576
N: 0.1800 -6.0943 0.3628
N: -0.2647 -4.8153 0.6366
N: 0.4943 -3.8136 0.3093
C: 0.0436 -2.5703 0.5800
P: 1.1139 -1.1082 0.0430
O: 2.2779 -1.6607 -1.0133
O: 1.8826 -0.3965 1.3575
S: -0.0249 0.1123 -0.9480
C: -1.2446 -2.2650 1.2726
C: -2.0515 -3.4632 1.6552
C: -3.3849 -3.1987 2.4144
C: -4.3908 -2.2818 1.6032
O: -5.3334 -2.6904 1.0396
F: -4.0829 -0.9245 1.6490
C: -1.5042 -4.7824 1.2774
C: -2.3251 -6.0731 1.6073
O: -2.5444 -6.9610 0.5174
C: -2.8708 -6.2965 -0.7131
C: -4.1367 -5.3480 -0.6294
C: -5.4881 -6.1677 -0.4694
H: 2.7661 -7.4532 1.5074
H: 2.2333 -5.7960 1.9488
H: 4.0008 -6.0521 1.7112
H: 3.4406 -6.6125 -0.8044
H: 3.0012 -4.9300 -0.3288
H: 1.1578 -7.2370 -1.0860
H: 1.0419 -5.5245 -1.5507
H: 0.3358 -6.6431 1.2072
H: 1.7853 -2.1332 -1.7179
H: 1.5155 -0.8141 2.1663
H: -1.5775 -1.2197 1.4882
H: -3.9008 -4.1030 2.8130
H: -3.1081 -2.5770 3.3215
H: -3.3123 -5.8671 2.0922
H: -1.7185 -6.6548 2.3698
H: -1.9826 -5.7920 -1.2085
H: -3.1652 -7.1148 -1.4364
H: -4.0328 -4.5157 0.1103
H: -4.1955 -4.8524 -1.6468
H: -5.8464 -6.4657 -1.4921
H: -5.3415 -7.0856 0.1564
H: -6.2461 -5.4688 -0.0281
O: 1.0823 5.3488 3.9194
S: -0.0165 4.9560 3.0869
O: -0.8737 3.8574 3.4413
O: 0.5155 4.7342 1.5895
C: 1.6270 3.8533 1.3859
C: 1.1957 2.4006 1.4175
C: -1.0207 6.3704 2.7559
H: 2.4163 4.0497 2.1155
H: 2.0367 4.0818 0.4007
H: 0.8744 2.1151 2.4226
H: 2.0136 1.7490 1.1249
H: 0.3522 2.2262 0.7522
H: -0.3801 7.1847 2.4234
H: -1.5282 6.6445 3.6798
H: -1.7519 6.1128 1.9919
O: -5.3376 5.3869 5.7086
S: -4.7101 4.7833 4.5698
O: -4.3845 5.5455 3.3982
O: -5.5653 3.4950 4.1271
C: -6.9683 3.6596 3.8906
C: -7.2383 4.2697 2.5284
C: -3.2657 3.9188 5.0990
H: -7.4276 4.2506 4.6867
H: -7.4111 2.6631 3.9328
H: -6.8947 5.3045 2.4873
H: -8.3073 4.2585 2.3083
H: -6.7080 3.7216 1.7472
H: -3.5239 3.2876 5.9475
H: -2.5231 4.6573 5.3938
H: -2.8896 3.3238 4.2721
O: 4.0280 0.1528 -6.2232
S: 4.6430 -0.9936 -5.6225
O: 3.8638 -2.1007 -5.1430
O: 5.6216 -0.5046 -4.4479
C: 5.0875 0.3580 -3.4357
C: 4.2856 -0.4237 -2.4127
C: 5.8935 -1.6085 -6.7077
H: 4.4888 1.1560 -3.8806
H: 5.9382 0.8312 -2.9437
H: 3.3768 -0.8241 -2.8578
H: 4.0010 0.2171 -1.5770
H: 4.8606 -1.2706 -2.0323
H: 6.5264 -0.7801 -7.0193
H: 5.3983 -2.0490 -7.5719
H: 6.4736 -2.3658 -6.1836
O: 4.6776 4.0260 -3.1646
S: 4.3945 5.3036 -2.5747
O: 3.7573 5.4140 -1.2951
O: 3.5965 6.2059 -3.6342
C: 2.4081 5.6691 -4.2286
C: 1.2190 5.7716 -3.2923
C: 5.8785 6.2605 -2.5497
H: 2.5695 4.6377 -4.5518
H: 2.2130 6.2603 -5.1243
H: 1.3400 5.1123 -2.4308
H: 0.2995 5.4897 -3.8083
H: 1.1150 6.7884 -2.9093
H: 6.3319 6.2317 -3.5385
H: 6.5495 5.8169 -1.8155
H: 5.6341 7.2817 -2.2632

Results of the Mulliken charge analysis, in e, for atoms 1 through 5: number 1, C, carries -1.071; number 2, C, carries -0.096; number 3, C, carries -0.837; number 4, N, carries -0.336; number 5, N, carries 1.335

=====

- Which of these has the lowest calculated total energy?
  C25H54FN3O16PS5